Record 1
Below is a molecular structure, C10H29NNaO8P in a non-equilibrium geometry, with properties calculated with ωB97M-V/def2-TZVPD.

Results
HOMO-LUMO gap ... 0.126 Eh
Total energy ... -1558.8795 Ha
F_max ... 2.7 eV/Å
Net charge ... -2
E_HOMO ... 0.38 eV
Energy above the lowest of the compared OMol25 structures with the same formula, charge and spin ... 0.0 kJ/mol
E_LUMO ... 3.8 eV

Element x y z (Å)
1 Na 0.09983 1.30433 0.96958
2 P 0.46454 3.14525 2.93820
3 O -1.04129 2.98913 2.60218
4 O 0.99278 1.83780 3.58104
5 O 0.72113 4.36328 3.84520
6 O 1.17211 3.34509 1.50898
7 C -0.94230 0.03649 -2.91180
8 C -1.19576 -0.84673 -1.69019
9 C -1.49249 -2.28043 -2.12991
10 O -1.83985 -3.05346 -1.01166
11 C -2.26052 -4.34914 -1.30957
12 N -0.09774 -0.76169 -0.72994
13 H -1.77885 -0.08307 -3.60769
14 H -0.12139 -0.33644 -3.53828
15 H -0.72315 1.04606 -2.57717
16 H -2.10794 -0.49509 -1.20232
17 H -0.63374 -2.69688 -2.67701
18 H -2.31363 -2.23768 -2.86326
19 H -1.96555 -4.69826 -2.30848
20 H -3.35142 -4.43026 -1.31097
21 H -1.81337 -5.04531 -0.60235
22 H 0.79085 -0.94809 -1.19410
23 H -0.19557 -1.56846 -0.11165
24 C 3.55824 -1.26995 1.00181
25 C 3.29843 0.01000 1.77711
26 O 1.96834 -0.00510 2.24170
27 H 2.80937 -1.31824 0.20754
28 H 3.42625 -2.13088 1.65962
29 H 4.56298 -1.29561 0.57534
30 H 3.41991 0.91035 1.15899
31 H 3.97895 0.10981 2.63414
32 H 1.76223 0.81425 2.83878
33 C -3.65245 -0.95354 1.71976
34 C -3.47551 0.45936 2.21692
35 O -2.28805 0.95305 1.62427
36 H -2.93509 -1.62153 2.19804
37 H -3.56231 -1.02658 0.63352
38 H -4.65320 -1.39609 1.85109
39 H -3.38679 0.53397 3.30478
40 H -4.36303 1.05069 1.93982
41 H -1.98034 1.77475 2.15013
42 C 2.66092 1.51934 -2.33091
43 C 2.44627 2.81778 -1.56704
44 O 1.19193 2.72412 -0.93149
45 H 3.55790 1.40070 -2.95029
46 H 1.81904 1.29911 -2.99945
47 H 2.62424 0.65597 -1.65870
48 H 2.42853 3.72161 -2.18999
49 H 3.21673 2.91758 -0.79277
50 H 1.19983 3.10865 0.01846

=====

Record 2
Below is a molecular structure, C10H30AgN6O4 in a non-equilibrium geometry, with properties calculated with ωB97M-V/def2-TZVPD.

Results
HOMO-LUMO gap ... 0.358 Eh
Total energy ... -1175.3495 Ha
F_max ... 1.5 eV/Å
Net charge ... +1
E_HOMO ... -11.60 eV
Energy above the lowest of the compared OMol25 structures with the same formula, charge and spin ... 4.2 kJ/mol
E_LUMO ... -1.9 eV

Element x y z (Å)
1 Ag -0.19608 0.41842 -0.52179
2 C -2.23646 1.68146 2.77896
3 C -1.44793 2.53908 1.79618
4 C 0.05528 2.56333 2.04211
5 O 0.63472 1.34677 1.61450
6 C 1.25841 0.58531 2.64404
7 N -1.74537 2.04272 0.39957
8 H -2.10128 0.61687 2.56871
9 H -3.29315 1.94586 2.82095
10 H -1.86904 1.79996 3.80316
11 H -1.85491 3.55398 1.84871
12 H 0.27481 2.74154 3.09278
13 H 0.44260 3.37213 1.41330
14 H 0.48637 0.02422 3.18367
15 H 1.65167 1.25748 3.41615
16 H 2.07868 -0.02824 2.29313
17 H -1.21968 2.69409 -0.19055
18 H -2.71735 2.30135 0.24942
19 C 0.17770 -2.51319 0.66692
20 C 1.52216 -2.19248 0.02200
21 C 2.26891 -3.45697 -0.31861
22 O 3.42946 -3.11136 -1.03898
23 C 4.15972 -4.26043 -1.43009
24 N 1.29108 -1.37534 -1.19896
25 H 0.23266 -3.46916 1.19386
26 H -0.62393 -2.60261 -0.07087
27 H -0.14045 -1.75992 1.39000
28 H 2.11004 -1.57768 0.70235
29 H 1.63836 -4.17932 -0.85540
30 H 2.59353 -3.96045 0.60533
31 H 3.51891 -4.95530 -1.98015
32 H 4.64031 -4.74532 -0.57569
33 H 4.94885 -3.93589 -2.10772
34 H 0.68933 -1.93930 -1.79501
35 H 2.17502 -1.26779 -1.68682
36 C -3.67670 -1.04616 -0.75145
37 O -2.58301 -0.89729 -1.28960
38 N -4.73558 -1.56445 -1.44386
39 N -3.97383 -0.51989 0.48035
40 H -4.50818 -1.89237 -2.36376
41 H -5.64932 -1.59271 -1.03433
42 H -4.69210 -0.91646 1.05926
43 H -3.30629 0.09421 0.91218
44 C 1.15449 3.20142 -2.45570
45 O 0.90778 2.28406 -1.67127
46 N 0.27997 3.60579 -3.43824
47 N 2.31396 3.90605 -2.36589
48 H 0.68583 3.87733 -4.32320
49 H -0.43947 2.91214 -3.59144
50 H 2.92338 3.64378 -1.61273
51 H 2.46610 4.75076 -2.88548

=====

Please write out number 1 again, unchanged.
Below is a molecular structure, C10H29NNaO8P in a non-equilibrium geometry, with properties calculated with ωB97M-V/def2-TZVPD.

Results
HOMO-LUMO gap ... 0.126 Eh
Total energy ... -1558.8795 Ha
F_max ... 2.7 eV/Å
Net charge ... -2
E_HOMO ... 0.38 eV
Energy above the lowest of the compared OMol25 structures with the same formula, charge and spin ... 0.0 kJ/mol
E_LUMO ... 3.8 eV

Element x y z (Å)
1 Na 0.09983 1.30433 0.96958
2 P 0.46454 3.14525 2.93820
3 O -1.04129 2.98913 2.60218
4 O 0.99278 1.83780 3.58104
5 O 0.72113 4.36328 3.84520
6 O 1.17211 3.34509 1.50898
7 C -0.94230 0.03649 -2.91180
8 C -1.19576 -0.84673 -1.69019
9 C -1.49249 -2.28043 -2.12991
10 O -1.83985 -3.05346 -1.01166
11 C -2.26052 -4.34914 -1.30957
12 N -0.09774 -0.76169 -0.72994
13 H -1.77885 -0.08307 -3.60769
14 H -0.12139 -0.33644 -3.53828
15 H -0.72315 1.04606 -2.57717
16 H -2.10794 -0.49509 -1.20232
17 H -0.63374 -2.69688 -2.67701
18 H -2.31363 -2.23768 -2.86326
19 H -1.96555 -4.69826 -2.30848
20 H -3.35142 -4.43026 -1.31097
21 H -1.81337 -5.04531 -0.60235
22 H 0.79085 -0.94809 -1.19410
23 H -0.19557 -1.56846 -0.11165
24 C 3.55824 -1.26995 1.00181
25 C 3.29843 0.01000 1.77711
26 O 1.96834 -0.00510 2.24170
27 H 2.80937 -1.31824 0.20754
28 H 3.42625 -2.13088 1.65962
29 H 4.56298 -1.29561 0.57534
30 H 3.41991 0.91035 1.15899
31 H 3.97895 0.10981 2.63414
32 H 1.76223 0.81425 2.83878
33 C -3.65245 -0.95354 1.71976
34 C -3.47551 0.45936 2.21692
35 O -2.28805 0.95305 1.62427
36 H -2.93509 -1.62153 2.19804
37 H -3.56231 -1.02658 0.63352
38 H -4.65320 -1.39609 1.85109
39 H -3.38679 0.53397 3.30478
40 H -4.36303 1.05069 1.93982
41 H -1.98034 1.77475 2.15013
42 C 2.66092 1.51934 -2.33091
43 C 2.44627 2.81778 -1.56704
44 O 1.19193 2.72412 -0.93149
45 H 3.55790 1.40070 -2.95029
46 H 1.81904 1.29911 -2.99945
47 H 2.62424 0.65597 -1.65870
48 H 2.42853 3.72161 -2.18999
49 H 3.21673 2.91758 -0.79277
50 H 1.19983 3.10865 0.01846